[1]
Here is a cluster of 2 separate species, H4OS in total at a distorted geometry from OMol25. Energies are from ωB97M-V/def2-TZVPD.

Values from the calculation:
* SMILES: O.S
* HOMO: -0.3760 hartree
* spin multiplicity: 1

```
6
H4OS, DFT ωB97M-V/def2-TZVPD
O 1.360 -0.065 2.800
H 0.494 -0.300 3.205
H 1.125 0.429 1.982
S -0.089 -0.003 -0.179
H -0.920 -0.391 0.806
H -0.931 0.969 -0.577
```

=====

[2]
Here is the molecule C7H9N3 at a distorted geometry from OMol25. Energies are from ωB97M-V/def2-TZVPD.

Values from the calculation:
* SMILES: C/N=C/[C@H]1CC12N=CC=N2
* HOMO: -0.3337 hartree
* spin multiplicity: 1

```
19
C7H9N3, DFT ωB97M-V/def2-TZVPD
C 2.996 -0.595 -0.394
N 1.601 -0.384 -0.307
C 0.980 0.035 -1.288
C -0.485 0.443 -1.253
C -1.690 -0.463 -1.144
C -1.223 0.235 0.129
N -2.026 1.241 0.720
C -1.842 1.140 1.952
C -0.922 0.008 2.222
N -0.647 -0.575 1.143
H 3.741 0.325 -0.496
H 3.242 -1.261 0.433
H 3.151 -1.201 -1.321
H 1.613 0.264 -2.203
H -0.911 1.385 -1.596
H -1.797 -1.550 -1.057
H -2.644 -0.064 -1.358
H -2.430 1.564 2.671
H -0.705 -0.547 3.148
```

=====

[3]
Here is a structure of composition C35H33N3 at a distorted geometry from OMol25. Energies are from ωB97M-V/def2-TZVPD.

Values from the calculation:
* HOMO: -0.2537 hartree
* spin multiplicity: 1

```
71
C35H33N3, DFT ωB97M-V/def2-TZVPD
C -5.552 -1.972 -1.929
C -5.041 -3.187 -1.472
C -3.659 -3.300 -1.259
C -2.802 -2.189 -1.437
C -1.384 -2.319 -1.014
N -0.875 -1.430 -0.146
C 0.006 -0.464 -0.637
C -0.037 -0.240 -2.070
N -0.138 0.470 -3.030
C -0.669 -3.565 -1.443
C -1.138 -4.448 -2.473
C -0.432 -5.632 -2.765
C 0.732 -5.946 -2.057
C 1.237 -5.057 -1.109
C 0.582 -3.843 -0.859
C -3.357 -0.927 -1.753
C -4.742 -0.842 -1.982
H -6.605 -1.918 -2.222
H -5.655 -4.073 -1.293
H -3.207 -4.235 -0.926
H 0.917 -0.586 0.036
H -2.063 -4.210 -3.007
H -0.832 -6.305 -3.534
H 1.258 -6.884 -2.250
H 2.151 -5.266 -0.544
H 1.008 -3.096 -0.189
H -2.700 -0.052 -1.837
H -5.178 0.136 -2.219
C -0.219 4.185 0.104
C -1.360 3.411 0.757
C -2.123 4.413 1.634
C -2.334 2.825 -0.275
C -0.773 2.330 1.639
N -0.792 2.418 2.985
C -0.120 1.358 3.581
C 0.390 0.537 2.529
C 1.402 -0.394 2.778
C 1.915 -0.459 4.068
C 1.495 0.412 5.099
C 0.473 1.332 4.830
C -0.062 1.141 1.298
C 0.437 0.756 -0.072
C 1.954 1.118 -0.411
C 2.685 2.014 0.387
C 4.080 1.990 0.257
C 4.704 1.207 -0.742
C 6.180 1.214 -0.943
C 3.941 0.372 -1.550
C 2.554 0.376 -1.454
H 0.447 3.584 -0.524
H -0.630 4.992 -0.511
H 0.407 4.651 0.874
H -2.925 3.937 2.210
H -1.451 4.964 2.307
H -2.585 5.155 0.972
H -3.019 2.113 0.205
H -2.939 3.645 -0.686
H -1.838 2.317 -1.114
H -1.191 3.188 3.510
H 1.771 -1.012 1.962
H 2.662 -1.205 4.291
H 2.010 0.408 6.072
H 0.189 2.088 5.586
H -0.139 1.430 -0.735
H 2.218 2.728 1.092
H 4.720 2.622 0.882
H 6.440 0.787 -1.910
H 6.594 2.213 -0.883
H 6.669 0.615 -0.181
H 4.410 -0.232 -2.336
H 1.926 -0.164 -2.162
```

=====

[4]
Here is a cluster of 2 separate species, C6H6NOPS in total at a distorted geometry from OMol25. Energies are from ωB97M-V/def2-TZVPD.

Values from the calculation:
* HOMO (alpha / beta): -0.2905 / -0.2777 hartree
* spin multiplicity: 1

```
16
C6H6NOPS, DFT ωB97M-V/def2-TZVPD
C -0.697 -1.261 0.811
C -0.767 -0.742 -0.478
C 0.425 -1.229 1.657
C 0.489 -0.166 -1.027
C 1.546 -0.609 1.123
C 1.555 -0.367 -0.221
N 0.389 0.666 -2.090
O -0.346 -1.039 -3.919
P 0.257 -2.294 -4.346
S 2.125 -2.600 -3.616
H -1.673 -1.679 1.229
H -1.692 -0.518 -1.070
H 0.622 -1.753 2.547
H -0.086 0.177 -3.020
H 1.213 1.139 -2.440
H 2.369 -0.680 1.736
```

=====

[5]
Here is a structure of composition C4H8FeMgO3 at a distorted geometry from OMol25. Energies are from ωB97M-V/def2-TZVPD.

Values from the calculation:
* expectation value of S²: 12.012
* HOMO (alpha / beta): -0.6542 / -0.6892 hartree
* spin multiplicity: 7
* net charge: +2

```
17
C4H8FeMgO3, DFT ωB97M-V/def2-TZVPD
O -2.587 0.951 -1.028
Fe -2.519 1.974 0.543
Mg -1.472 -0.460 -0.190
O -0.963 1.165 0.928
O 0.567 -1.016 0.476
C 0.940 -1.555 -0.823
C 1.197 0.193 0.879
C -0.181 -1.272 -1.766
C 0.217 1.047 1.662
H 1.162 -2.630 -0.686
H 1.894 -1.087 -1.127
H 1.473 0.749 -0.034
H 2.106 -0.021 1.462
H -2.434 1.064 -2.049
H -0.025 0.616 2.649
H 0.692 2.024 1.856
H -0.067 -1.742 -2.752
```

=====

[6]
Here is a cluster of 2 separate species, C2H8S2 in total from OMol25. Energies are from ωB97M-V/def2-TZVPD.

Values from the calculation:
* SMILES: CSS.C
* HOMO: -0.3141 hartree
* spin multiplicity: 1

```
12
C2H8S2, DFT ωB97M-V/def2-TZVPD
C 1.612 0.311 0.793
S 0.754 -1.278 0.512
S -0.886 -0.609 -0.595
H 1.457 0.608 1.823
H 1.182 1.056 0.131
H 2.655 0.093 0.590
H -0.755 -1.479 -1.605
C -1.416 2.995 -0.391
H -1.210 3.871 0.209
H -0.445 2.587 -0.652
H -1.987 3.289 -1.262
H -2.037 2.324 0.181
```

=====

[7]
Here is a cluster of 12 separate species, H24O12 in total at a distorted geometry from OMol25. Energies are from ωB97M-V/def2-TZVPD.

Values from the calculation:
* SMILES: O.O.O.O.O.O.O.O.O.O.O.O
* HOMO: -0.3924 hartree
* spin multiplicity: 1

```
36
H24O12, DFT ωB97M-V/def2-TZVPD
O -3.096 -1.854 1.933
H -2.893 -0.956 1.579
H -2.622 -2.489 1.390
O 0.189 -4.273 -2.507
H 0.423 -3.464 -2.040
H -0.692 -4.195 -2.897
O 3.030 1.337 1.674
H 3.514 1.578 0.879
H 3.585 0.846 2.290
O 1.095 2.314 3.023
H 1.215 1.376 3.168
H 1.855 2.744 2.644
O 2.112 1.230 -2.194
H 1.661 2.067 -2.508
H 2.927 1.460 -1.743
O -2.344 1.580 -1.681
H -1.624 0.934 -1.545
H -2.439 1.605 -2.637
O 0.003 -0.138 -1.414
H 0.715 0.512 -1.649
H 0.266 -0.520 -0.561
O 0.174 -0.950 4.339
H -0.528 -0.787 3.693
H -0.176 -0.507 5.120
O 0.233 0.545 -4.251
H 1.147 0.216 -4.412
H 0.471 0.542 -3.322
O -0.057 2.685 -2.286
H -0.107 2.675 -3.258
H -0.813 3.272 -2.140
O 0.783 -4.104 2.913
H 0.433 -4.304 2.027
H 0.152 -3.363 2.986
O -2.459 0.732 1.253
H -3.268 0.837 1.784
H -2.866 0.814 0.349
```

=====

[8]
Here is a cluster of 2 separate species, C4H10S2Si in total at a distorted geometry from OMol25. Energies are from ωB97M-V/def2-TZVPD.

Values from the calculation:
* HOMO: -0.3346 hartree
* spin multiplicity: 1

```
17
C4H10S2Si, DFT ωB97M-V/def2-TZVPD
C 4.211 -1.153 0.664
C -1.255 0.454 0.869
C -0.221 0.799 -2.004
C 1.191 -1.475 0.063
Si 0.372 0.194 -0.155
S 5.257 -0.308 -0.014
S 1.683 1.701 0.662
H 1.120 2.719 0.103
H -2.177 0.581 0.392
H -1.217 -0.327 1.588
H -1.041 1.314 1.454
H -0.813 0.117 -2.624
H -0.757 1.745 -1.776
H 0.627 1.006 -2.625
H 2.198 -1.402 0.652
H 0.517 -2.149 0.708
H 1.466 -1.938 -0.812
```

=====

For the records above, the corresponding relative energy (zero: lowest compared OMol25 entry of this formula, charge and spin) values read 1.6, 88.1, 71.9, 64.0, 28.1, 5.3, 69.7, 48.0 kcal per mole.